19
Properties=species:S:1:pos:R:3 method="wB97M-V/def2-TZVPD" total_charge=0 lumo_ha=0.03085
H 2.397 -1.431 -1.613
N 1.425 -1.192 -1.791
C 0.960 -0.281 -1.076
N 1.170 0.756 -0.172
C 1.664 1.009 1.147
C -0.153 0.585 -0.722
N -0.715 1.605 -1.508
C -1.228 -0.364 0.034
C -0.797 -1.430 1.000
N -2.421 -0.073 -0.264
H -3.132 -0.544 0.294
H 1.431 0.198 1.848
H 2.747 1.133 1.099
H 1.223 1.934 1.521
H -0.909 1.271 -2.447
H -1.592 1.911 -1.098
H 0.068 -1.971 0.619
H -1.606 -2.141 1.174
H -0.531 -0.977 1.956



30
Properties=species:S:1:pos:R:3 method="wB97M-V/def2-TZVPD" total_charge=0 lumo_ha=-0.00643
C 2.008 0.953 -0.293
C 0.651 0.322 -0.631
C 2.521 0.204 1.023
C 3.438 -0.934 0.575
C -1.738 0.360 -0.260
C -2.784 1.331 0.376
C -1.713 -1.063 0.470
C -3.214 -1.657 0.415
H 3.255 2.903 -0.495
H 1.163 2.749 -0.922
H 2.742 0.698 -1.053
H 1.834 -0.223 1.763
H 3.153 0.815 1.845
H 3.769 -2.285 -1.096
H 2.445 -0.928 -1.557
H -0.177 1.589 0.632
H -1.797 0.160 -1.297
H -1.557 -1.044 1.589
H -0.927 -1.843 -0.053
H -4.654 -1.733 -0.869
H -4.053 0.480 -0.973
N 1.961 2.386 -0.034
N 3.083 -1.501 -0.683
N -0.453 0.894 -0.119
O 0.684 -0.786 -1.179
O 4.285 -1.463 1.251
O -2.452 1.966 1.554
O -3.979 -2.156 1.317
O -3.559 -1.433 -0.949
O -3.932 1.240 -0.350



84
Properties=species:S:1:pos:R:3 method="wB97M-V/def2-TZVPD" total_charge=+1 lumo_ha=-0.10809
Sn 0.133 -0.030 -0.414
C 0.286 -0.314 4.349
C 0.492 -0.405 2.970
N -0.487 -0.383 2.092
C -1.753 -0.233 2.516
C -2.064 -0.137 3.894
C -1.002 -0.199 4.814
C -3.417 0.026 4.310
C -4.415 0.115 3.401
C -4.146 0.028 2.005
C -5.167 0.106 1.045
C -4.847 0.002 -0.285
C -3.506 -0.179 -0.631
N -2.528 -0.260 0.244
C -2.818 -0.159 1.551
H 1.126 -0.335 5.024
H 1.486 -0.495 2.557
H -1.208 -0.157 5.873
H -3.621 0.076 5.369
H -5.439 0.244 3.715
H -6.189 0.244 1.368
H -5.604 0.058 -1.051
H -3.215 -0.260 -1.670
S 0.356 3.274 0.270
C 1.016 4.725 1.066
C 0.788 6.080 1.034
C 1.607 6.856 1.846
C 2.613 6.295 2.622
C 2.843 4.926 2.641
C 2.010 4.159 1.861
S 1.854 2.440 1.486
H 0.032 6.524 0.408
H 1.465 7.923 1.851
H 3.239 6.936 3.222
H 3.633 4.482 3.224
N -3.129 -4.621 -2.565
C -2.300 -5.272 -1.723
O -2.404 -6.455 -1.497
C -1.229 -4.455 -1.048
C -0.306 -5.175 -0.288
C 0.703 -4.500 0.371
C 0.755 -3.123 0.258
N -0.127 -2.429 -0.449
C -1.097 -3.076 -1.090
H -3.834 -5.174 -3.028
H -3.038 -3.654 -2.813
H -0.421 -6.247 -0.237
H 1.434 -5.024 0.966
H 1.524 -2.542 0.745
H -1.787 -2.440 -1.626
C 1.018 -2.113 -3.822
Te 1.489 -0.116 -3.183
C 0.131 0.374 -4.836
C 0.288 -0.767 -5.790
C 0.060 -0.636 -7.152
C 0.258 -1.712 -7.999
C 0.666 -2.933 -7.489
C 0.880 -3.076 -6.129
C 0.710 -1.994 -5.281
H 0.169 -2.512 -3.259
H 1.883 -2.747 -3.641
H 0.412 1.318 -5.301
H -0.904 0.457 -4.497
H -0.254 0.319 -7.550
H 0.100 -1.592 -9.060
H 0.832 -3.772 -8.146
H 1.208 -4.021 -5.721
O 3.038 -1.290 -1.555
C 3.248 -0.676 -0.499
O 2.290 -0.281 0.265
C 4.632 -0.358 -0.074
C 4.874 0.348 1.100
C 6.161 0.695 1.493
C 7.194 0.321 0.663
O 8.526 0.540 0.804
C 9.148 -0.058 -0.320
O 8.151 -0.626 -1.145
C 6.959 -0.391 -0.523
C 5.694 -0.749 -0.908
H 4.038 0.640 1.716
H 6.354 1.238 2.404
H 9.843 -0.844 0.014
H 9.703 0.706 -0.887
H 5.505 -1.293 -1.818



14
Properties=species:S:1:pos:R:3 method="wB97M-V/def2-TZVPD" total_charge=+1 lumo_ha="-0.21000 / -0.20997"
C -0.102 -2.261 1.019
C -1.314 -0.260 2.144
C 0.409 1.224 -1.928
C 0.725 0.964 -0.391
N 0.258 -1.311 0.280
N 0.008 -0.181 -0.004
S -1.127 -1.814 2.550
H 0.128 -3.300 0.746
H -2.148 0.294 2.481
H -0.524 0.782 -2.107
H 1.139 0.904 -2.637
H 0.466 2.311 -2.126
H 0.298 1.813 0.294
H 1.785 0.835 -0.320



90
Properties=species:S:1:pos:R:3 method="wB97M-V/def2-TZVPD" total_charge=0 multiplicity=5 lumo_ha="-0.01039 / -0.07626"
Co -2.623 -1.069 0.250
O -5.093 -2.109 -2.860
C -4.604 -1.694 -1.826
N -3.677 -2.278 -1.018
C -3.450 -3.599 -0.920
C -3.978 -4.595 -1.769
C -3.773 -5.915 -1.470
C -3.055 -6.294 -0.317
C -2.528 -5.357 0.535
C -2.703 -3.986 0.260
N -2.338 -2.952 1.052
C -1.694 -3.076 2.238
O -1.215 -4.072 2.753
C -1.646 -1.757 2.973
C -1.198 -1.730 4.286
C -1.210 -0.531 4.975
C -1.670 0.605 4.324
C -2.107 0.488 3.017
N -2.099 -0.662 2.346
C -5.074 -0.398 -1.206
C -6.097 0.326 -1.798
C -6.612 1.424 -1.131
C -6.092 1.748 0.113
C -5.058 0.984 0.623
N -4.546 -0.062 -0.021
H -4.527 -4.298 -2.647
H -4.176 -6.676 -2.126
H -2.919 -7.345 -0.097
H -1.988 -5.648 1.420
H -0.870 -2.657 4.733
H -0.874 -0.479 6.003
H -1.700 1.567 4.817
H -2.488 1.346 2.478
H -6.476 -0.002 -2.755
H -7.405 2.014 -1.571
H -6.480 2.581 0.682
H -4.622 1.211 1.587
Se 3.760 -3.145 -0.268
P 3.086 -1.157 -0.297
C 4.055 -0.214 -1.523
C 4.950 0.812 -1.241
C 5.719 1.355 -2.262
C 5.596 0.879 -3.558
C 4.694 -0.139 -3.845
C 3.932 -0.688 -2.829
C 3.311 -0.445 1.363
C 4.612 -0.254 1.827
C 4.833 0.196 3.118
C 3.759 0.416 3.968
C 2.470 0.147 3.537
C 2.243 -0.283 2.239
C 1.330 -1.010 -0.719
C 0.250 -0.107 -0.595
N -0.874 -0.864 -0.786
N -0.495 -2.113 -1.039
N 0.793 -2.221 -0.997
P -0.043 1.681 -0.649
Se -2.106 2.044 -0.365
C 0.964 2.625 0.555
C 0.309 3.212 1.632
C 1.014 3.941 2.578
C 2.381 4.116 2.436
C 3.038 3.558 1.350
C 2.339 2.808 0.420
C 0.474 2.188 -2.327
C -0.504 2.649 -3.204
C -0.168 2.997 -4.503
C 1.145 2.890 -4.935
C 2.120 2.422 -4.068
C 1.786 2.063 -2.772
H 5.051 1.195 -0.234
H 6.421 2.148 -2.037
H 6.211 1.295 -4.346
H 4.593 -0.509 -4.856
H 3.245 -1.503 -3.027
H 5.448 -0.485 1.179
H 5.844 0.363 3.465
H 3.929 0.784 4.972
H 1.635 0.276 4.210
H 1.233 -0.500 1.915
H -0.764 3.120 1.706
H 0.489 4.384 3.415
H 2.936 4.694 3.164
H 4.103 3.702 1.226
H 2.875 2.380 -0.415
H -1.526 2.733 -2.866
H -0.937 3.350 -5.178
H 1.406 3.159 -5.950
H 3.147 2.327 -4.395
H 2.552 1.675 -2.122



20
Properties=species:S:1:pos:R:3 method="wB97M-V/def2-TZVPD" smiles=C[C@@H](N)CNCN total_charge=0 lumo_ha=0.03727
C -1.879 -0.623 -0.925
C -0.450 -1.151 -0.873
N 0.123 -1.439 -2.176
C 0.454 -0.116 -0.180
N 0.341 -0.092 1.277
C 1.277 0.835 1.924
N 1.228 2.234 1.586
H -2.610 -1.397 -1.151
H -2.177 -0.158 0.027
H -2.037 0.225 -1.599
H -0.384 -2.057 -0.273
H 0.090 -0.698 -2.847
H -0.216 -2.323 -2.525
H 1.481 -0.406 -0.405
H 0.179 0.869 -0.588
H -0.588 0.190 1.528
H 2.284 0.448 1.747
H 1.137 0.655 2.992
H 1.408 2.350 0.615
H 0.339 2.656 1.846



10
Properties=species:S:1:pos:R:3 method="wB97M-V/def2-TZVPD" smiles="N=C=NCl.C=N" total_charge=0 lumo_ha=0.02461
N 1.891 -0.081 0.553
C 1.232 0.904 0.404
N 0.492 1.784 0.773
Cl 0.699 3.452 0.763
H 1.737 -0.977 0.146
C -1.386 -1.239 -0.192
N -0.597 -0.548 -0.898
H -0.800 -1.490 0.697
H -2.400 -1.566 -0.471
H -0.866 -0.239 -1.776



28
Properties=species:S:1:pos:R:3 method="wB97M-V/def2-TZVPD" smiles="CS[C@]1(C)NC(=[NH2+])[C@@H](C)C(=[NH2+])N1" total_charge=+2 lumo_ha=-0.26357
C 1.267 -1.580 -2.795
S -0.119 -0.389 -3.013
C -0.402 0.169 -1.212
C -1.154 1.539 -1.352
N -1.183 -0.709 -0.410
C -1.049 -0.824 0.857
N -1.862 -1.550 1.667
C 0.103 -0.011 1.556
C -0.527 1.209 2.227
C 1.206 0.334 0.603
N 2.392 0.570 1.000
N 0.919 0.389 -0.666
H 1.601 -2.063 -3.696
H 0.945 -2.353 -2.169
H 2.092 -1.095 -2.349
H -1.077 2.048 -0.463
H -2.211 1.325 -1.552
H -0.843 2.091 -2.129
H -1.872 -1.324 -0.824
H -1.773 -1.773 2.586
H -2.543 -2.159 1.252
H 0.496 -0.558 2.438
H -0.878 1.921 1.538
H 0.373 1.714 2.813
H -1.281 1.106 2.967
H 2.594 0.690 2.031
H 3.204 0.693 0.403
H 1.583 0.589 -1.307



| no. | E (hartree) |
| --- | --- |
| 1 | -415.4562 |
| 2 | -928.1411 |
| 3 | -3416.6776 |
| 4 | -663.8399 |
| 5 | -9098.1235 |
| 6 | -324.4527 |
| 7 | -702.9382 |
| 8 | -892.9301 |